[1]
16
Properties=species:S:1:pos:R:3:forces:R:3 method="wB97M-V/def2-TZVPD" homo_ev="-8.781 / -8.781" orbital_gap_ev="7.945 / 7.943" lumo_ev="-0.836 / -0.837"
O 2.07969 -0.41177 1.47465 -0.1 0.1 0.0
N 1.30708 -1.05234 0.62392 -0.2 0.2 -0.3
C 0.99472 1.27968 -0.48526 0.2 0.1 0.0
C -1.55282 -1.34505 -0.41186 0.0 0.0 0.0
C 0.82297 -0.22542 -0.27650 0.2 -0.4 0.2
C -0.55649 -0.30241 -0.87266 -0.1 -0.1 0.0
C -0.39468 0.97216 -0.06424 -0.1 0.1 0.2
H 0.38466 0.93487 1.82821 0.2 -0.4 -0.3
H 1.59388 1.84172 0.22341 0.1 -0.1 -0.2
H -1.32538 -2.32607 -0.83873 0.0 0.2 0.1
H 1.36104 0.40064 1.88240 -0.7 0.4 0.0
H -1.15154 1.51560 0.49203 0.3 -0.2 0.1
H -1.52696 -1.43492 0.67794 0.0 0.0 -0.1
H -2.56806 -1.07090 -0.72131 0.2 0.0 0.0
H 1.17214 1.54298 -1.53225 -0.2 0.0 0.1
H -0.56262 -0.14408 -1.96002 0.0 0.2 0.2

[2]
15
Properties=species:S:1:pos:R:3:forces:R:3 method="wB97M-V/def2-TZVPD" homo_ev="-6.784 / -6.821" orbital_gap_ev="6.649 / 6.739" lumo_ev="-0.135 / -0.082"
N -0.78221 0.16998 -0.42788 -0.6 0.6 -1.5
N -0.42512 1.42254 0.21990 0.4 0.2 -0.2
C 1.16053 -0.20521 0.49402 0.5 -0.2 -0.1
C -2.26840 0.01065 -0.40940 0.3 0.1 -0.3
C -0.05259 -0.86116 0.13390 0.5 -0.4 0.0
C 0.73549 1.18787 0.69516 0.1 0.0 -0.1
C 2.44253 -0.61587 0.46003 -0.1 0.0 0.1
H -2.49968 -0.91924 -0.92807 -0.1 0.2 -0.1
H -2.65340 -0.06721 0.62556 0.7 0.1 -0.5
H -0.07346 -1.78123 -0.44526 0.0 0.1 0.3
H -2.69955 0.88619 -0.88991 -0.1 -0.1 -0.2
H 3.23982 0.06779 0.71638 0.1 -0.1 0.1
H -0.24186 0.51943 -1.75028 -1.8 -0.4 2.3
H 1.32688 1.99688 1.11141 -0.1 -0.1 0.2
H 2.66939 -1.63942 0.17990 0.2 0.2 0.1

[3]
118
Properties=species:S:1:pos:R:3:forces:R:3 method="wB97M-V/def2-TZVPD" total_charge=+1 homo_ev="-9.244 / -9.426" s2=0.761 orbital_gap_ev="4.546 / 4.728" lumo_ev="-4.698 / -4.698" multiplicity=2
Ir 0.71866 -0.88107 0.03859 0.4 -0.3 0.8
Cl 2.52830 4.41009 0.58718 0.0 0.0 0.0
Cl -0.35976 -0.37035 3.33972 0.0 0.0 0.0
Cl 2.07946 4.42232 3.67560 0.0 0.0 0.0
Cl 1.28064 2.13142 -1.13474 0.0 0.0 0.0
Cl 0.52092 2.08587 5.01923 0.0 0.0 0.0
P -3.44434 2.68120 -0.20698 0.3 -0.1 -0.2
P -1.33064 -1.66568 -0.19198 -0.3 0.9 -1.5
O 2.72928 -0.32370 -0.38766 -0.2 -0.4 -0.1
N 4.90494 0.03845 0.19644 0.1 -0.1 0.0
N 5.62027 0.22481 1.37128 0.0 0.1 -0.1
N -2.30475 1.41078 -0.45486 -0.2 -0.1 0.0
C -2.51153 4.32032 -0.39351 0.0 0.0 0.0
C 5.54604 0.40060 -3.41260 0.0 0.0 0.0
C 1.20720 -2.87929 -0.22259 -0.1 0.2 -0.2
C 0.51973 -5.13695 -1.00796 0.0 -0.1 0.0
C 5.31181 -0.16914 3.79309 0.0 0.0 0.0
C -1.82043 -5.57174 -1.47423 0.0 0.0 0.0
C -4.55049 -2.46027 2.15868 -0.1 0.0 0.0
C 0.20384 -3.80224 -0.67260 -0.1 0.0 0.2
C 0.65592 0.89096 1.17521 -0.1 -0.1 -0.1
C 3.55060 -0.40128 1.92239 0.1 -0.1 0.0
C -1.64722 -0.57426 -4.13864 0.0 0.0 -0.1
C 5.15429 -0.14522 -2.20033 0.0 0.0 0.0
C 4.79668 -0.11341 2.39971 0.0 0.0 0.0
C -4.14556 -1.51599 -0.42615 0.0 -0.2 0.0
C -2.16501 4.47631 -1.87942 0.0 0.0 0.0
C 7.05812 -0.00610 1.37021 0.0 -0.1 0.0
C 1.86088 -5.57370 -0.86378 0.0 0.0 0.0
C -5.42557 -1.82799 0.01607 0.0 0.0 0.0
C 0.83594 2.04530 3.32694 0.1 0.0 0.0
C 1.52485 3.09909 2.72811 0.0 0.0 0.0
C -3.90921 2.50536 1.61274 -0.1 0.1 -0.1
C 6.30961 2.38545 -2.29060 0.0 0.0 0.0
C -1.19950 4.41238 0.38610 0.0 0.0 0.0
C -2.90079 3.00278 2.64902 0.0 0.0 0.0
C 2.48133 -3.37553 -0.07045 0.2 0.1 0.1
C -3.27174 -2.17869 1.70793 0.0 0.1 0.0
C -1.15208 -3.38763 -0.72885 0.1 0.0 0.1
C -5.41075 1.77591 -3.83709 -0.1 0.0 0.0
C 0.43226 0.96291 2.54683 0.0 0.0 0.0
C -4.15900 1.03122 1.89882 -0.1 -0.1 0.0
C 1.72806 3.08905 1.34968 -0.1 0.0 0.0
C -3.43980 5.47702 -0.00908 0.0 0.0 0.0
C -3.05554 -1.68412 0.42096 0.3 -0.5 0.8
C 5.33848 0.59211 -1.04022 0.0 0.1 0.0
C -6.30842 1.17574 -1.56056 0.1 -0.1 0.0
C -5.88013 2.19288 -2.51551 0.3 0.2 0.2
C -5.63457 -2.28801 1.30750 0.0 0.0 0.0
C 3.60807 -0.27574 0.50407 0.0 0.3 0.3
C -2.14854 -4.25607 -1.09195 0.0 0.1 0.0
C -0.51990 -5.99812 -1.43284 0.0 0.0 0.0
C 1.23672 2.02364 0.60233 0.0 0.1 0.1
C 5.90302 1.85984 -1.07501 0.0 0.0 0.0
C -2.13383 0.68371 -1.65627 0.1 0.1 -0.1
C -2.42663 1.30508 -2.87215 0.1 -0.1 0.1
C 2.80780 -4.71601 -0.38445 0.0 0.0 0.0
C -1.64707 -0.65037 -1.70169 -0.3 0.1 -0.2
C -2.19177 0.69273 -4.09476 0.0 0.1 0.0
C -5.24632 3.24020 1.80316 0.0 0.0 0.0
C -1.39580 -1.22496 -2.94376 0.0 -0.2 0.1
C 6.12928 1.65889 -3.45918 0.0 0.0 0.0
C -6.13520 3.61150 -2.25825 -0.3 0.0 0.0
H -4.69875 -2.83293 3.16387 0.0 0.0 0.0
H -1.73084 1.08406 0.31449 0.1 0.1 0.0
H -6.63525 -2.52914 1.64276 0.0 0.0 0.0
H -3.18554 -3.94403 -1.09040 0.0 0.0 0.0
H -7.17917 3.75758 -2.59297 0.0 0.0 0.0
H -2.42414 -2.34337 2.36470 0.0 0.0 0.0
H -3.22799 0.49422 2.03148 0.2 -0.1 0.0
H -1.00887 -2.23673 -2.96991 0.0 0.0 0.0
H 7.53393 0.68671 2.06068 0.0 0.0 0.0
H -6.03504 2.78794 1.19451 0.0 0.0 0.0
H 5.95756 -1.03861 3.93287 0.0 0.0 0.0
H 4.69664 -1.12425 -2.14613 0.0 0.0 0.0
H 5.88876 0.72312 4.03687 0.0 0.0 0.0
H 7.29624 -1.03338 1.65485 0.0 0.0 0.0
H -2.39742 1.23292 -5.01237 0.0 0.0 0.0
H 7.44195 0.18462 0.37314 0.0 0.0 0.0
H -0.54337 5.15548 -0.07621 0.0 0.0 0.0
H -6.26612 -1.73535 -0.66180 0.0 0.0 0.0
H -2.84511 4.08886 2.68944 0.0 0.0 0.0
H -3.05034 4.39818 -2.51882 0.0 0.0 0.0
H 6.00930 2.42868 -0.15955 0.0 0.0 0.0
H -5.55527 3.15435 2.84784 0.0 0.0 0.0
H -4.40669 5.42369 -0.51872 0.0 0.0 0.0
H -1.73349 5.46830 -2.03593 0.0 0.0 0.0
H -2.96808 6.41838 -0.30192 0.0 0.0 0.0
H -1.89828 2.60517 2.47396 0.0 0.0 0.0
H -5.51343 4.27751 -2.84930 0.0 0.0 0.0
H -4.72019 2.48830 -4.28132 0.0 0.0 0.0
H -0.27258 -7.01888 -1.70142 0.0 0.0 0.0
H -0.67967 3.45864 0.36329 0.0 0.0 0.0
H -5.01102 0.76603 -3.85264 0.0 0.0 0.0
H -6.31949 1.79139 -4.46395 0.0 0.0 0.0
H 5.40140 -0.16420 -4.32418 0.0 0.0 0.0
H 2.11378 -6.59620 -1.11818 0.0 0.0 0.0
H -5.19586 4.29978 1.56199 0.0 0.0 0.0
H -1.42341 3.74183 -2.19681 0.0 0.0 0.0
H 2.67620 -0.66487 2.48932 0.0 0.0 0.0
H 6.75553 3.37090 -2.32506 0.0 0.0 0.0
H -3.99080 -1.19772 -1.45048 0.0 0.0 0.0
H -2.78549 2.31894 -2.85820 0.0 0.1 0.0
H -1.42465 -1.05600 -5.08123 0.0 0.0 0.0
H -4.72316 0.94595 2.83144 0.0 0.0 0.0
H 3.28136 -2.73464 0.30218 -0.2 -0.2 -0.1
H -1.33936 4.70482 1.42297 0.0 0.0 0.0
H -2.60625 -6.24947 -1.78219 0.0 0.0 0.0
H 4.47935 -0.24819 4.48827 0.0 0.0 0.0
H -3.22198 2.65621 3.63548 0.0 0.0 0.0
H -6.10691 3.85035 -1.19996 0.0 0.0 0.0
H -4.72715 0.53652 1.10985 0.0 0.0 0.0
H 6.44200 2.07573 -4.40754 0.0 0.0 0.0
H -7.07107 0.54329 -2.03500 0.0 0.0 0.0
H -6.66542 1.60086 -0.62772 0.0 -0.1 0.0
H -3.61629 5.52542 1.06447 0.0 0.0 0.0
H 3.82702 -5.05749 -0.25005 0.0 0.0 0.0
H -5.45568 0.51213 -1.37125 -0.1 0.0 0.0

[4]
9
Properties=species:S:1:pos:R:3:forces:R:3 method="wB97M-V/def2-TZVPD" total_charge=-1 homo_ev=-4.764 orbital_gap_ev=8.783 lumo_ev=4.019
O -1.82809 -0.64367 1.69832 -0.4 0.9 -0.8
O 2.35740 -0.84123 -0.34635 0.3 0.3 0.8
O 0.54244 -0.85504 -1.64262 -1.0 -0.4 -1.5
N -1.13152 0.73546 -0.22963 -0.6 -0.5 -1.8
C 0.16094 0.33834 0.35056 2.4 2.1 1.9
C 1.21189 -0.59381 -0.65780 -1.2 0.8 1.1
C -1.19685 0.02210 0.91347 2.6 -1.3 0.8
H -1.25932 0.18527 -1.13545 0.1 0.8 0.9
H 1.14311 1.65259 1.04950 -2.3 -2.7 -1.5

Here are the calculated maximum force numbers, same order: 0.753 2.965 1.761 3.806 (eV/A).
Here are the calculated energy relative to the best compared isomer or geometry (same formula, charge and spin) numbers, same order: 186.2 127.0 18.1 97.0 (kcal/mol).